Record 1
C15H19N6OSSr as an isolated structure. Source: the Open Molecules 2025 dataset; level of theory: the ωB97M-V functional and the def2-TZVPD basis.

Properties
Total charge: 0
Highest occupied orbital energy (spin up / spin down): -5.061 / -7.572 eV
2S+1: 2
LUMO level (spin up / spin down): 0.008 / 0.006 hartree

Structure (XYZ):
```
43
Properties=species:S:1:pos:R:3:forces:R:3:lowdin_charge:R:1
Sr 1.2640 -1.8445 1.5696 0.05 -0.09 -0.01 1.3700
S 1.1751 -3.5428 3.8492 0.02 0.00 0.09 0.4022
O 2.4194 -2.0483 -0.4204 -0.03 0.07 -0.07 -0.4516
N -2.8026 -0.1118 0.1796 -0.04 -0.04 0.04 0.0688
N 1.9631 -0.9681 3.8945 0.00 -0.04 0.03 -0.1376
N -1.9072 -0.5867 0.9545 0.05 0.08 -0.03 -0.0189
N -0.7551 -0.7996 0.2696 -0.15 -0.02 -0.04 -0.0882
N 2.1251 -1.5612 -1.6517 0.04 0.03 0.08 -0.2546
N -2.2509 -0.0143 -1.0397 0.01 0.01 -0.08 -0.0865
C -2.8713 2.0603 -2.2769 -0.01 0.03 -0.02 -0.4108
C 1.9727 -2.0594 6.0172 -0.04 -0.09 -0.05 -0.1152
C 1.7400 -2.0859 4.6260 0.03 0.10 0.01 -0.8329
C 0.9069 -0.3937 -3.8818 0.04 -0.02 0.06 -0.1612
C 0.8331 -1.7905 -3.6365 -0.03 0.03 -0.04 -0.1274
C -3.5792 2.7490 -1.1154 0.00 0.00 0.00 -0.0777
C 1.7015 0.3658 -2.9883 0.00 0.00 -0.07 -0.1398
C -1.4245 2.5256 -2.4096 -0.01 0.01 0.02 -0.0694
C -0.9939 -0.4423 -0.9739 0.05 0.04 0.01 -0.1200
C 2.4011 0.1450 4.5034 -0.01 -0.01 -0.06 -0.1683
C 2.4189 -0.9121 6.6201 0.02 0.06 0.02 -0.0749
C 2.6437 0.2329 5.8508 0.00 -0.02 0.04 -0.0857
C 1.4174 -2.3460 -2.5405 0.02 -0.03 -0.01 -0.0896
C -2.9660 0.5379 -2.1869 0.01 -0.05 0.01 -0.0992
C 2.2860 -0.2083 -1.9001 0.00 -0.02 0.00 -0.0946
H -3.0799 2.5379 -0.1682 0.00 0.00 0.00 0.0715
H 2.5967 -0.8950 7.6883 0.00 -0.01 0.00 0.1073
H -0.9072 2.0124 -3.2222 0.01 -0.01 -0.01 0.0678
H 2.5620 1.0034 3.8599 0.00 0.00 -0.01 0.1040
H 2.9955 1.1560 6.2877 0.00 0.00 0.00 0.0977
H -1.3881 3.5982 -2.6019 0.00 0.00 0.00 0.0834
H -0.8652 2.3429 -1.4883 0.00 -0.01 0.00 0.0802
H -4.6151 2.4195 -1.0238 0.00 0.00 0.00 0.0803
H 2.9315 0.3098 -1.2072 -0.01 0.00 0.01 0.1101
H -2.5219 0.0778 -3.0701 -0.01 -0.01 0.01 0.1312
H -0.3239 -0.4708 -1.8219 0.01 -0.01 0.04 0.0936
H 1.7909 -2.9618 6.5829 0.00 0.00 0.00 0.0973
H -4.0002 0.2088 -2.0996 0.00 0.01 0.01 0.1296
H 1.8736 1.4213 -3.1584 0.00 0.00 -0.01 0.0998
H -3.3985 2.3118 -3.2031 0.00 0.01 0.01 0.1380
H 0.3164 -2.4464 -4.3252 -0.01 0.00 0.01 0.0980
H 1.4062 -3.3994 -2.3066 0.00 0.00 0.01 0.1143
H -3.5773 3.8297 -1.2600 0.01 0.00 0.00 0.0801
H 0.4871 0.0429 -4.7750 -0.01 0.01 0.00 0.0787
```
Forces are in eV/Å.


Record 2
A 2-piece molecular cluster, C3H9N4 overall in a non-equilibrium geometry. Source: the Open Molecules 2025 dataset; level of theory: the ωB97M-V functional and the def2-TZVPD basis.

Properties
Total charge: +1
Highest occupied orbital energy (spin up / spin down): -13.264 / -13.265 eV
LUMO level (spin up / spin down): -0.192 / -0.192 hartree

Structure (XYZ):
```
16
Properties=species:S:1:pos:R:3:forces:R:3:lowdin_charge:R:1
N 0.2991 0.1139 -0.0034 -1.44 2.53 1.23 -0.2221
N 2.8540 -0.3493 0.2730 0.21 0.09 -0.90 0.1427
N 1.2810 0.8109 0.1167 0.72 -0.76 0.39 0.1562
N 3.8562 0.1843 0.3400 0.13 -0.30 1.08 0.1740
C 0.1601 -1.2052 -0.6157 1.86 -1.69 1.89 -0.0029
C -1.0257 0.8374 0.4320 0.45 -0.65 0.49 -0.1456
C -2.2734 0.1453 -0.0159 -1.81 -0.67 -0.11 -0.1038
H -2.9067 -0.4850 0.6953 1.43 0.88 -0.41 0.1169
H -2.8819 1.0250 -0.2320 -0.63 -0.57 -0.54 0.0851
H 0.0881 -0.9423 -1.6280 -0.38 -0.30 -1.66 0.0946
H 4.2984 1.0911 0.5629 -0.57 0.12 -0.63 0.1675
H 1.1281 -1.7811 -0.4266 -1.50 0.72 -0.38 0.1068
H -2.1476 -0.5079 -0.9019 -0.25 0.93 0.21 0.0761
H -1.0160 1.8795 0.1019 0.62 -0.42 -0.50 0.1229
H -0.9971 0.9322 1.5133 0.41 -0.36 0.20 0.1236
H -0.7166 -1.7488 -0.2116 0.74 0.45 -0.37 0.1080
```
Forces are in eV/Å.


Record 3
C35H37GeN5O2PdS as an isolated structure. Source: the Open Molecules 2025 dataset; level of theory: the ωB97M-V functional and the def2-TZVPD basis.

Properties
Total charge: +1
Highest occupied orbital energy (spin up / spin down): -10.701 / -11.065 eV
2S+1: 2
LUMO level (spin up / spin down): -0.115 / -0.122 hartree

Structure (XYZ):
```
82
Properties=species:S:1:pos:R:3:forces:R:3:lowdin_charge:R:1
Pd -0.6900 1.3557 0.5444 -0.47 -0.08 -0.02 0.6399
Ge 1.5228 0.5864 -0.2908 -0.15 -0.20 -0.03 1.0067
S -0.0128 0.1326 2.3218 0.25 0.03 0.13 0.7507
O -0.0261 3.7826 0.4408 0.13 0.07 0.07 0.0024
O -1.9691 -0.1908 -0.2510 -0.02 0.11 0.00 -0.1458
N -1.2136 -1.8449 3.5527 -0.01 0.03 -0.05 -0.1120
N -1.5609 2.7822 -0.8437 0.07 0.20 0.06 0.0760
N -1.0287 5.0590 -1.1604 0.00 0.01 -0.04 -0.0250
N -1.6958 -1.8552 1.3461 0.05 0.02 0.02 0.1263
N -3.0921 1.6961 -2.1288 0.05 -0.08 -0.02 0.2084
C 0.8641 -1.8651 4.9458 -0.01 -0.01 0.00 -0.0686
C 1.0354 -3.9096 -1.6503 -0.02 -0.01 -0.01 -0.0656
C -3.1955 -4.3202 -2.7215 -0.01 0.00 0.01 -0.0703
C 1.2461 -2.2706 0.0944 -0.01 -0.06 -0.05 -0.1328
C -1.9873 -1.3928 0.1459 -0.01 -0.08 0.00 -0.4174
C 1.2117 -1.5780 -2.2083 0.00 0.01 0.03 -0.0999
C 0.4977 2.7835 -3.7326 0.01 -0.04 0.00 -0.0804
C -1.1957 -4.3172 3.1965 0.00 0.01 -0.01 -0.0637
C -2.4418 -2.1012 -2.1986 0.02 -0.03 -0.01 -0.0342
C -1.9790 -3.0969 3.6608 0.00 -0.02 0.01 -0.1850
C 2.9199 0.8713 1.0004 -0.05 0.10 0.05 -0.3485
C -2.8153 -3.0511 -3.1354 0.00 0.01 -0.01 -0.0709
C 1.5158 1.8798 -1.7350 -0.06 0.00 -0.07 -0.3009
C 0.5240 1.8391 -2.7179 0.11 0.02 -0.06 -0.1417
C 2.4789 2.8860 -1.7851 0.00 -0.03 0.01 -0.0900
C 3.9550 2.2693 2.6711 0.01 -0.01 0.00 -0.0697
C 1.4624 3.7835 -3.7714 0.00 0.01 0.00 -0.0742
C -1.9357 5.1133 -2.1677 0.00 0.01 -0.01 -0.0240
C -2.6717 4.0428 -2.5357 -0.01 -0.03 0.01 0.0116
C -1.0874 -1.2493 2.3607 -0.08 -0.03 0.03 -0.6307
C 4.8557 0.0875 2.2015 0.01 -0.01 -0.01 -0.0713
C 1.2744 -1.2459 -0.8535 0.18 -0.03 -0.01 -0.2995
C 1.1214 -3.5937 -0.3017 -0.01 0.03 0.02 -0.0672
C 4.8982 1.2786 2.9117 0.00 0.01 0.00 -0.0713
C 3.8664 -0.1198 1.2499 0.02 0.00 -0.01 -0.0996
C -2.4493 2.8218 -1.8295 0.02 0.05 0.05 -0.3647
C 1.0909 -2.9031 -2.6026 -0.02 0.01 -0.03 -0.0737
C -0.2024 6.2037 -0.7809 0.00 -0.01 -0.01 0.0157
C -0.5571 -1.3473 4.7657 0.01 0.00 0.01 -0.2423
C -2.8196 -3.6904 -0.4328 0.02 0.00 0.01 -0.0166
C -0.8375 3.8758 -0.4800 -0.04 -0.06 -0.04 -0.5223
C 2.4531 3.8324 -2.8008 -0.01 0.02 -0.02 -0.0750
C 2.9687 2.0683 1.7177 -0.03 0.00 0.01 -0.1258
C -2.4396 -2.4152 -0.8423 0.10 0.01 -0.01 -0.1373
C -3.1988 -4.6377 -1.3693 -0.01 0.00 -0.01 -0.0629
H -2.2559 -3.2005 4.7089 0.00 0.01 0.00 0.1184
H -0.2966 -4.4637 3.7941 0.00 0.00 0.00 0.0662
H 1.0925 -4.3797 0.4424 0.01 0.00 0.00 0.1061
H 3.9879 3.1967 3.2279 0.00 0.00 0.00 0.1087
H 3.2567 2.9325 -1.0327 0.00 0.00 0.02 0.1023
H -2.1134 -1.1206 -2.5178 0.00 0.00 -0.01 0.0985
H -3.4905 -5.0620 -3.4521 0.00 0.00 0.00 0.1080
H -3.5008 -5.6250 -1.0457 0.00 0.00 0.00 0.1082
H 1.3252 -2.0333 1.1486 -0.01 -0.01 0.00 0.0767
H 5.6686 1.4366 3.6551 0.00 0.00 0.00 0.1082
H -3.7726 1.6705 -2.8662 -0.02 0.02 0.02 0.1251
H -0.3485 6.4294 0.2724 0.00 0.00 0.00 0.1036
H -2.8959 -2.9913 3.0853 0.00 0.00 0.00 0.1131
H 5.5937 -0.6818 2.3879 0.00 0.00 0.00 0.1083
H -0.4927 7.0575 -1.3868 0.00 0.00 0.00 0.0961
H 1.4481 4.5178 -4.5669 0.00 0.00 0.00 0.1085
H -2.8890 0.8582 -1.5859 -0.03 0.01 0.01 0.0732
H -2.8022 -2.8065 -4.1897 0.00 0.00 0.00 0.1067
H -3.3916 4.1118 -3.3358 0.00 -0.01 0.00 0.1179
H -0.5655 -0.2587 4.7420 0.00 0.00 -0.01 0.0796
H 0.9332 -4.9420 -1.9587 0.00 0.00 0.00 0.1110
H 3.8398 -1.0538 0.7007 0.00 -0.01 0.00 0.1003
H 2.2239 2.8390 1.5438 0.01 0.01 -0.02 0.0923
H -1.1801 -1.6523 5.6056 0.00 0.00 0.00 0.1188
H 3.2119 4.6035 -2.8387 0.00 0.00 0.00 0.1098
H -2.8170 -3.9264 0.6222 0.00 0.00 0.00 0.1004
H 1.3014 -1.4271 5.8432 0.00 0.00 0.00 0.0833
H -1.8133 -5.2107 3.2952 0.00 0.00 0.00 0.0828
H 1.0444 -3.1498 -3.6555 0.00 0.00 0.00 0.1100
H -2.0345 6.0715 -2.6588 0.00 0.00 0.00 0.1404
H 0.8464 5.9668 -0.9491 0.00 0.00 0.00 0.0959
H 0.8802 -2.9487 5.0590 0.01 0.00 0.00 0.0673
H -0.9090 -4.2085 2.1511 0.00 0.00 0.00 0.0499
H -0.2692 2.7386 -4.4959 0.00 0.00 -0.01 0.1089
H 1.4904 -1.5916 4.0962 0.00 0.00 0.00 0.0553
H 1.2797 -0.8061 -2.9646 -0.03 0.03 -0.02 0.0935
H -0.2451 1.0749 -2.6808 0.02 -0.03 -0.02 0.0902
```
Forces are in eV/Å.


ΔE to the lowest compared entry with this formula, charge and spin, respectively: 0.033 6.082 0.000 eV.
Energy, respectively: -1415.63771 -338.29735 -4383.08364 Eh.